No. 1
Computed, not measured: a 2-piece molecular cluster, C9H14S overall, with ωB97M-V/def2-TZVPD.

Structure (ORCA input):
```
! RIJCOSX wB97M-V def2-TZVPD def2/J DEFGRID3
* xyz 0 1
C 0.231 0.966 -1.900
C -2.448 0.196 -2.659
S -0.677 -0.186 -2.979
H -0.226 0.804 -0.841
H 1.314 0.805 -2.050
H 0.115 1.980 -2.137
H -3.050 0.033 -3.593
H -2.534 1.313 -2.324
H -2.716 -0.428 -1.814
C -1.383 0.929 2.518
C 0.922 -1.629 0.985
C 2.160 -1.035 1.136
C -0.208 -0.944 1.349
C -0.127 0.334 1.950
C 2.309 0.161 1.831
C 1.151 0.858 2.233
H 0.734 -2.701 0.720
H 3.053 -1.585 0.654
H -1.097 -1.388 1.193
H 3.282 0.439 2.028
H -2.244 0.668 1.989
H -1.400 1.947 2.808
H 1.288 1.760 2.821
H -1.335 0.315 3.545
*
```

Values from the calculation:
orbital gap: 9.08 eV
E_LUMO: 0.834 eV
SMILES string: Cc1ccccc1.CSC
energy relative to the best compared isomer or geometry (same formula, charge and spin): 32.7 kcal/mol
energy: -749.46089 a.u.


No. 2
Computed, not measured: a 2-piece molecular cluster, C9H14S overall, with ωB97M-V/def2-TZVPD.

Structure (ORCA input):
```
! RIJCOSX wB97M-V def2-TZVPD def2/J DEFGRID3
* xyz 0 1
C 1.256 2.345 0.476
C -0.059 1.327 2.367
C 0.061 1.614 1.025
C -1.153 0.618 2.874
C -2.197 0.280 2.034
C -0.997 1.265 0.173
C -2.049 0.517 0.665
H 0.774 1.446 3.054
H -1.192 0.365 3.922
H 1.025 3.402 0.373
H 1.639 1.945 -0.464
H -3.127 -0.174 2.331
H -1.025 1.650 -0.838
H -2.922 0.288 0.063
H 2.094 2.260 1.163
C 0.741 -2.104 -1.241
C -0.699 -1.744 -1.557
S 1.950 -1.634 -2.493
H 1.073 -1.671 -0.304
H 0.883 -3.186 -1.205
H -0.786 -1.441 -2.597
H 1.794 -0.310 -2.474
H -1.056 -0.874 -1.003
H -1.418 -2.535 -1.341
*
```

Values from the calculation:
orbital gap: 9.79 eV
E_LUMO: 0.866 eV
SMILES string: Cc1ccccc1.CCS
energy relative to the best compared isomer or geometry (same formula, charge and spin): 8.4 kcal/mol
energy: -749.49958 a.u.


No. 3
Computed, not measured: a 2-piece molecular cluster, C9H15BClF3NO3 overall, with ωB97M-V/def2-TZVPD.

Structure (ORCA input):
```
! RIJCOSX wB97M-V def2-TZVPD def2/J DEFGRID3
* xyz 1 1
C 5.555 -1.091 -0.047
B 4.250 -2.076 -0.412
O 4.608 -3.528 -0.589
N 2.820 -1.563 -0.583
C 2.498 -0.236 -0.297
C 0.884 0.074 -0.613
C 0.783 -1.025 -1.869
C 1.551 -2.253 -1.034
Cl 1.623 -3.905 -1.870
H 6.205 -1.542 0.840
H 5.241 -0.007 0.262
H 6.185 -1.028 -1.058
H 4.547 -3.651 -1.600
H 3.170 0.648 0.071
H 0.121 -0.113 0.286
H 0.868 1.157 -1.075
H 1.391 -0.703 -2.845
H -0.274 -1.264 -2.310
H 0.814 -2.437 -0.127
C -4.070 2.676 2.919
C -3.722 3.118 1.509
O -3.159 2.027 0.765
C -4.055 1.152 0.204
O -5.273 1.257 0.315
C -3.325 0.075 -0.596
F -2.241 -0.430 0.062
F -2.858 0.551 -1.786
F -4.115 -0.994 -0.897
H -3.196 2.237 3.411
H -4.423 3.523 3.514
H -4.850 1.909 2.911
H -2.960 3.903 1.549
H -4.592 3.539 0.992
*
```

Values from the calculation:
orbital gap: 7.98 eV
E_LUMO: -5.836 eV
energy relative to the best compared isomer or geometry (same formula, charge and spin): 85.0 kcal/mol
energy: -1416.75043 a.u.


No. 4
Computed, not measured: a 2-piece molecular cluster, C9H15BClO10 overall, with ωB97M-V/def2-TZVPD.

Structure (ORCA input):
```
! RIJCOSX wB97M-V def2-TZVPD def2/J DEFGRID3
* xyz -1 1
C -0.969 -0.767 2.905
C -1.403 -0.398 1.817
C -1.893 0.281 0.464
C -0.749 1.305 0.023
O -0.033 0.889 -1.149
C 0.943 1.933 -1.414
O 2.274 1.429 -1.382
C 2.810 1.376 -0.046
C 2.980 -0.152 0.434
O 4.347 -0.391 0.878
O -2.227 -0.715 -0.530
C -1.466 -1.906 -0.397
O -2.040 -2.909 -0.025
B -3.271 1.107 0.777
C -4.691 0.781 0.102
O -3.191 2.186 1.735
H -0.436 -0.741 3.894
H -1.205 2.352 -0.059
H 0.014 1.373 0.871
H 0.783 2.394 -2.442
H 0.866 2.793 -0.672
H 3.848 1.842 -0.044
H 2.184 1.898 0.739
H 2.835 -0.784 -0.508
H 2.197 -0.473 1.187
H 4.309 -0.317 1.855
H -0.370 -1.988 -0.673
H -5.382 0.324 0.878
H -5.164 1.756 -0.257
H -4.634 0.109 -0.805
H -3.387 1.834 2.626
O 1.225 -3.615 -2.912
Cl 2.410 -3.297 -2.146
O 2.167 -2.094 -1.363
O 3.520 -3.069 -3.042
O 2.721 -4.392 -1.256
*
```

Values from the calculation:
orbital gap: 7.87 eV
E_LUMO: 1.996 eV
energy: -1589.04959 a.u.


No. 5
Computed, not measured: C9H15BiClI2N2OP as an isolated structure, with ωB97M-V/def2-TZVPD.

Structure (ORCA input):
```
! RIJCOSX wB97M-V def2-TZVPD def2/J DEFGRID3
* xyz 2 1
I -2.184 2.169 2.824
I 2.806 2.441 2.281
Bi 0.660 1.014 0.684
P -0.045 2.806 -1.178
C -0.674 4.054 -0.097
C 1.177 3.558 -2.290
H -1.168 1.353 -2.786
H -1.392 3.082 -3.112
H -2.341 2.317 -1.805
C -1.377 2.324 -2.316
H 1.626 2.789 -2.948
H 0.544 4.271 -2.833
H -0.819 4.925 -0.749
H 0.028 4.317 0.702
H 1.954 4.097 -1.695
H -1.610 3.776 0.408
C -1.851 0.689 0.877
O -2.681 -0.109 0.623
Cl 1.218 -0.010 -1.647
N 0.550 -5.869 1.187
C 0.523 -4.517 1.165
C 1.181 -3.773 2.161
C 1.157 -2.379 2.025
N 0.434 -1.707 1.086
C -0.318 -2.464 0.247
C -0.290 -3.858 0.215
H 1.069 -6.453 1.829
H 0.128 -6.456 0.480
H 1.731 -4.285 2.959
H 1.697 -1.752 2.741
H -0.885 -1.953 -0.494
H -0.847 -4.397 -0.547
*
```

Values from the calculation:
orbital gap (spin up / spin down): 3.53 / 3.88 eV
E_LUMO (spin up / spin down): -10.704 / -10.382 eV
energy: -2147.60878 a.u.


No. 6
Computed, not measured: C9H15BrN10O2PdSSbSe4 as an isolated structure, with ωB97M-V/def2-TZVPD.

Structure (ORCA input):
```
! RIJCOSX wB97M-V def2-TZVPD def2/J DEFGRID3
* xyz 1 5
Pd 0.330 -0.371 -0.033
C -3.198 -2.870 3.208
C -2.740 -1.462 3.194
N -3.160 -0.505 3.949
N -2.451 0.599 3.550
C -1.599 0.354 2.558
S -0.539 1.365 1.749
N -1.775 -0.980 2.325
N -1.059 -1.657 1.345
H -3.996 -2.971 3.939
H -2.383 -3.543 3.478
H -3.572 -3.163 2.225
H -2.617 1.489 3.988
H -0.465 -2.371 1.758
H -1.706 -2.096 0.691
N 1.522 0.365 -1.795
N 0.915 1.459 -2.439
C -0.434 1.603 -2.324
N -1.025 2.422 -3.181
N -0.992 0.940 -1.317
N -2.359 1.014 -1.127
O -3.003 1.948 -1.573
O -2.828 0.107 -0.472
H 2.449 0.631 -1.487
H 1.572 -0.440 -2.425
H 1.330 1.746 -3.314
H -0.544 2.750 -4.000
H -2.001 2.631 -3.050
Br 5.783 0.391 4.219
C 4.349 0.118 3.046
C 3.832 1.180 2.319
C 2.769 0.929 1.473
N 2.234 -0.284 1.313
C 2.743 -1.294 2.018
C 3.796 -1.143 2.901
H 4.237 2.177 2.415
H 2.319 1.739 0.912
H 2.292 -2.266 1.857
H 4.177 -1.989 3.455
Se -1.207 -4.587 -3.515
Sb -0.878 -2.459 -2.115
Se 1.102 -2.753 -0.730
Se -3.067 -3.185 -1.342
Se -0.705 -1.139 -4.118
*
```

Values from the calculation:
orbital gap (spin up / spin down): 7.33 / 5.96 eV
E_LUMO (spin up / spin down): -3.648 / -4.887 eV
energy relative to the best compared isomer or geometry (same formula, charge and spin): 13.5 kcal/mol
energy: -13995.72242 a.u.